Computed, not measured: a molecular structure, C45H112N7O15Zn in a non-equilibrium geometry, with ωB97M-V/def2-TZVPD.

```
! RIJCOSX wB97M-V def2-TZVPD def2/J DEFGRID3
* xyz 1 1
Zn 12.070 15.423 -3.943
C 10.082 12.398 -2.616
C 10.445 13.760 -2.026
C 10.578 13.684 -0.522
O 11.676 14.303 -2.504
H 9.859 12.532 -3.677
H 9.274 11.975 -2.024
H 10.974 11.772 -2.594
H 9.676 14.466 -2.366
H 11.398 13.074 -0.150
H 9.712 13.100 -0.158
H 10.451 14.647 -0.029
C 13.582 10.883 -1.534
O 14.293 9.731 -1.915
C 15.594 9.706 -1.403
C 16.304 8.422 -1.799
N 17.588 8.640 -2.415
C 18.549 7.590 -2.319
C 19.694 7.827 -3.280
O 19.291 7.599 -4.610
C 19.705 8.564 -5.517
H 12.559 10.794 -1.874
H 14.029 11.776 -1.998
H 13.643 10.993 -0.444
H 15.580 9.779 -0.299
H 16.201 10.590 -1.660
H 15.642 7.778 -2.405
H 16.469 7.772 -0.934
H 17.599 9.138 -3.290
H 18.097 6.613 -2.556
H 18.992 7.526 -1.319
H 20.607 7.303 -2.988
H 19.926 8.899 -3.146
H 19.187 8.369 -6.457
H 20.779 8.538 -5.756
H 19.501 9.588 -5.176
C 8.875 10.081 -5.286
O 9.901 9.789 -6.186
C 11.161 10.363 -5.823
C 12.098 10.094 -6.963
N 11.691 10.978 -8.103
C 12.651 10.935 -9.194
C 13.267 9.585 -9.541
O 12.216 8.642 -9.719
C 12.695 7.336 -9.980
H 9.111 9.869 -4.238
H 8.032 9.412 -5.507
H 8.362 11.050 -5.378
H 11.474 9.844 -4.910
H 11.077 11.444 -5.678
H 12.086 9.060 -7.301
H 13.087 10.492 -6.707
H 10.806 10.592 -8.424
H 13.493 11.567 -8.857
H 12.294 11.427 -10.098
H 13.987 9.275 -8.775
H 13.776 9.638 -10.512
H 11.823 6.811 -10.370
H 13.026 6.818 -9.077
H 13.476 7.342 -10.744
C 8.861 16.916 2.343
O 9.786 17.700 1.635
C 9.934 18.972 2.230
C 10.907 19.858 1.496
N 11.169 21.027 2.314
C 12.370 21.765 1.936
C 12.689 22.770 2.995
O 11.544 23.598 3.136
C 11.519 24.281 4.372
H 7.880 17.405 2.417
H 9.148 16.644 3.364
H 8.716 16.027 1.726
H 10.153 18.917 3.302
H 8.955 19.492 2.210
H 10.533 20.131 0.497
H 11.836 19.294 1.357
H 10.378 21.656 2.345
H 12.211 22.369 1.025
H 13.172 21.050 1.765
H 13.501 23.428 2.653
H 12.966 22.308 3.946
H 12.215 25.123 4.308
H 11.784 23.622 5.202
H 10.500 24.623 4.535
C 8.247 17.261 -1.989
O 6.919 17.473 -2.422
C 6.632 18.823 -2.703
C 5.142 18.966 -2.713
N 4.707 20.344 -2.954
C 5.386 21.061 -4.033
C 5.309 20.413 -5.400
O 6.004 21.234 -6.295
C 5.821 20.886 -7.648
H 8.987 17.723 -2.659
H 8.404 16.189 -1.909
H 8.326 17.764 -1.017
H 7.021 19.073 -3.705
H 7.163 19.491 -2.015
H 4.807 18.643 -1.719
H 4.618 18.280 -3.389
H 3.726 20.335 -3.202
H 6.438 21.268 -3.823
H 4.866 22.019 -4.084
H 4.249 20.353 -5.710
H 5.663 19.371 -5.395
H 4.774 21.029 -7.942
H 6.140 19.849 -7.807
H 6.425 21.535 -8.277
C 5.202 19.660 4.335
O 5.417 18.393 3.761
C 4.844 18.250 2.483
C 5.135 16.837 1.990
N 3.984 16.233 1.347
C 4.214 14.845 0.937
C 5.331 14.731 -0.056
O 5.166 13.632 -0.935
C 6.130 13.655 -1.947
H 5.855 20.410 3.869
H 5.344 19.565 5.408
H 4.186 20.053 4.185
H 5.322 18.999 1.831
H 3.769 18.465 2.441
H 5.529 16.247 2.834
H 5.972 16.912 1.290
H 3.215 16.221 2.008
H 3.272 14.537 0.457
H 4.229 14.104 1.753
H 6.268 14.497 0.477
H 5.402 15.680 -0.598
H 7.117 13.393 -1.528
H 6.279 14.625 -2.440
H 5.843 12.938 -2.714
C 11.648 13.370 4.678
O 12.403 12.561 3.808
C 11.777 11.314 3.566
C 10.678 11.436 2.516
N 9.796 10.289 2.527
C 8.712 10.393 1.561
C 8.017 9.075 1.369
O 8.854 8.152 0.723
C 9.024 6.928 1.418
H 11.428 12.845 5.610
H 10.731 13.735 4.207
H 12.278 14.234 4.886
H 11.384 10.892 4.499
H 12.519 10.605 3.191
H 11.178 11.526 1.539
H 10.006 12.279 2.687
H 10.272 9.402 2.425
H 9.099 10.739 0.583
H 8.033 11.180 1.907
H 7.087 9.214 0.796
H 7.590 8.734 2.325
H 8.130 6.306 1.311
H 9.278 7.132 2.460
H 9.834 6.379 0.941
C 10.387 14.327 -6.413
O 11.555 14.323 -5.600
C 12.723 13.973 -6.342
C 13.972 14.073 -5.452
N 14.022 15.407 -4.793
C 14.800 15.408 -3.522
C 14.429 16.620 -2.669
O 13.021 16.605 -2.527
C 12.533 17.548 -1.580
H 9.495 14.628 -5.873
H 10.207 13.335 -6.835
H 10.557 14.957 -7.292
H 12.874 14.622 -7.214
H 12.615 12.958 -6.719
H 14.783 14.022 -6.187
H 14.068 13.196 -4.816
H 14.574 16.029 -5.373
H 15.889 15.456 -3.674
H 14.741 14.457 -2.988
H 14.709 17.502 -3.258
H 14.966 16.550 -1.726
H 11.505 17.306 -1.320
H 12.567 18.565 -1.987
H 13.131 17.557 -0.669
*
```

## Properties
Energy above the lowest of the compared OMol25 structures with the same formula, charge and spin, kJ/mol: 49.38
Lowest unoccupied orbital energy, eV: -3.1
Highest occupied orbital energy, eV: -9.90
Strongest force on any atom, eV/Å: 2.201